# C2H5OPS

A cluster of 2 separate species, C2H5OPS in total at a distorted geometry (ωB97M-V/def2-TZVPD, the Open Molecules 2025 dataset).

Calculated values
- E: -893.90634 Eh
- ΔE to the lowest compared entry with this formula, charge and spin: 41.71 kcal per mole
- Frontier orbital gap: 9.47 eV
- SMILES: C=C=O.PS

Last column: Mulliken charge in e.
Element x y z (Å)
S: -1.81443 0.09778 -0.96860  -0.2351
P: -2.01258 0.22093 1.15518  -0.0058
O: 1.91201 0.12902 -0.29100  -0.3498
C: 1.59204 -1.13612 1.75152  -0.8679
C: 1.68030 -0.49355 0.66602  0.7857
H: 0.64975 -0.93633 2.29617  0.2246
H: -0.63531 0.39855 1.09259  -0.0139
H: 1.99522 -2.16060 1.94838  0.2540
H: -2.06818 -1.21687 -0.91786  0.1530
H: -1.97879 -1.21208 1.46849  0.0550

# C6H14N2O2

A cluster of 2 separate species, C6H14N2O2 in total at a distorted geometry (ωB97M-V/def2-TZVPD, the Open Molecules 2025 dataset).

Calculated values
- E: -497.03171 Eh
- ΔE to the lowest compared entry with this formula, charge and spin: 16.20 kcal per mole
- Frontier orbital gap: 10.36 eV
- SMILES: CNC(C)=O.CNC(C)=O

Last column: Mulliken charge in e.
Element x y z (Å)
O: -1.77972 3.05195 0.62626  -0.6363
O: 0.66610 -3.24395 -0.48424  -0.6314
N: -0.38645 1.35367 1.12221  -0.0818
N: 0.68562 -1.11675 -1.21700  -0.1388
C: 0.09466 -1.41961 -2.49984  -0.9590
C: 0.58895 2.10515 1.87574  -0.8906
C: 0.93488 -2.07357 -0.30124  0.8244
C: -2.23907 0.92142 -0.35866  -0.8026
C: -1.45059 1.88982 0.47625  0.6389
C: 1.62137 -1.57932 0.94728  -1.1419
H: -0.11901 -2.48377 -2.54131  0.3188
H: 0.90734 2.98264 1.31212  0.3112
H: 1.44061 1.47629 2.10975  0.2768
H: 2.54377 -1.01677 0.78670  0.3123
H: 0.99055 -0.16853 -1.08400  0.2675
H: 1.05164 -0.98852 1.66509  0.2384
H: -0.24619 0.36573 1.00919  0.1362
H: -1.69810 0.69200 -1.28264  0.0213
H: -3.19885 1.34761 -0.62277  0.3393
H: -2.35117 -0.07580 0.08779  0.3344
H: 0.76711 -1.16103 -3.32314  0.3203
H: 1.91509 -2.45329 1.51764  0.3467
H: -0.88733 -0.94405 -2.59809  0.2902
H: 0.14880 2.53870 2.77691  0.3058